Molecular formula: C49H40FeN17O3S4
Method: DFT, ωB97M-V/def2-TZVPD

Geometry as XYZ:
```
114
Properties=species:S:1:pos:R:3:mulliken_spin:R:1
Fe 0.508 -1.968 0.532 4.313
N 4.978 -7.885 0.561 0.000
C 4.210 -6.974 -0.150 0.001
C 2.832 -6.907 0.058 -0.001
C 2.073 -5.977 -0.620 -0.003
C 2.681 -5.109 -1.524 0.006
C 4.041 -5.217 -1.794 0.001
C 4.797 -6.153 -1.120 0.000
S 1.687 -3.840 -2.204 0.005
O 0.346 -4.347 -2.228 0.000
O 2.297 -3.363 -3.421 0.009
N 1.593 -2.539 -1.179 0.089
C 2.692 -1.877 -0.731 -0.063
N 3.946 -2.215 -1.088 0.009
C 4.928 -1.570 -0.507 0.005
C 4.725 -0.534 0.406 0.013
C 3.421 -0.182 0.622 0.005
N 2.382 -0.810 0.070 0.089
H 4.582 -8.207 1.427 0.000
H 5.963 -7.692 0.612 0.000
H 2.366 -7.560 0.786 0.000
H 1.004 -5.911 -0.459 0.000
H 4.486 -4.563 -2.532 0.000
H 5.860 -6.241 -1.320 0.000
H 5.931 -1.879 -0.794 0.000
H 5.541 -0.010 0.883 0.001
H 3.184 0.674 1.245 0.001
N 0.119 -1.331 2.453 0.083
S 0.130 1.700 1.761 -0.008
N -0.120 2.949 0.684 0.004
S -1.241 2.917 -0.364 -0.003
N -1.876 1.653 -0.933 0.012
S -1.232 0.189 -1.380 0.021
N -0.549 -0.543 -0.327 0.042
C -0.299 0.613 -2.842 0.024
C 0.866 -0.083 -3.091 -0.006
C 1.659 0.300 -4.166 0.000
C 1.278 1.361 -4.972 0.000
C 0.081 2.034 -4.733 0.000
C -0.715 1.662 -3.665 -0.003
C -2.763 -0.454 -2.014 0.007
C -2.994 -0.607 -3.371 -0.001
C -4.237 -1.069 -3.789 0.000
C -5.216 -1.368 -2.855 0.000
C -4.963 -1.215 -1.496 0.000
C -3.734 -0.755 -1.068 0.000
C -0.586 3.984 -1.619 0.000
C -1.458 4.757 -2.368 0.000
C -0.937 5.660 -3.282 0.000
C 0.437 5.791 -3.422 0.000
C 1.297 5.014 -2.661 0.000
C 0.789 4.109 -1.742 0.000
C -2.679 3.736 0.267 0.001
C -3.915 3.530 -0.332 -0.001
C -5.015 4.208 0.167 0.000
C -4.872 5.071 1.247 0.000
C -3.632 5.261 1.836 0.000
C -2.517 4.602 1.336 0.001
C -1.338 1.664 2.793 0.002
C -2.378 0.879 2.306 0.001
C -3.565 0.821 3.014 0.000
C -3.698 1.523 4.206 0.000
C -2.638 2.266 4.703 0.000
C -1.442 2.339 3.999 0.001
C 1.302 2.528 2.830 0.001
C 1.459 3.905 2.830 0.000
C 2.394 4.469 3.685 0.000
C 3.156 3.662 4.519 0.000
C 2.992 2.284 4.502 0.000
C 2.062 1.705 3.653 0.000
H 1.116 -0.937 -2.481 0.005
H 2.567 -0.253 -4.370 0.000
H 1.904 1.658 -5.804 0.000
H -0.230 2.847 -5.378 0.000
H -1.653 2.167 -3.474 0.000
H -2.223 -0.402 -4.096 0.000
H -4.429 -1.207 -4.845 0.000
H -6.178 -1.737 -3.185 0.000
H -5.717 -1.485 -0.767 0.000
H -3.515 -0.656 -0.014 0.002
H -2.529 4.648 -2.254 0.000
H -1.607 6.264 -3.879 0.000
H 0.839 6.506 -4.129 0.000
H 2.368 5.112 -2.777 0.000
H 1.441 3.492 -1.139 0.000
H -4.007 2.818 -1.144 0.000
H -5.988 4.053 -0.280 0.000
H -5.736 5.595 1.635 0.000
H -3.528 5.918 2.690 0.000
H -1.539 4.738 1.778 0.000
H -2.237 0.304 1.400 0.003
H -4.378 0.210 2.644 0.000
H -4.625 1.471 4.763 0.000
H -2.730 2.785 5.648 0.000
H -0.615 2.914 4.393 0.000
H 0.875 4.519 2.159 0.000
H 2.528 5.543 3.694 0.000
H 3.890 4.108 5.178 0.000
H 3.594 1.653 5.142 0.000
H 1.932 0.631 3.619 -0.001
N -0.346 -5.106 1.750 0.008
C -1.213 -4.527 0.838 0.012
N -2.309 -5.118 0.417 0.005
N -2.863 -4.215 -0.434 0.020
N -2.125 -3.166 -0.523 0.001
N -1.063 -3.315 0.301 0.123
C 0.931 -4.652 1.994 0.022
N 1.821 -5.273 2.743 0.004
N 2.914 -4.473 2.685 0.016
N 2.690 -3.441 1.949 -0.002
N 1.410 -3.529 1.484 0.074
H -0.624 -5.978 2.163 0.000
O -0.891 -1.770 4.569 0.028
C -0.389 -1.576 3.507 0.021
```

Results
HOMO (alpha / beta) = -6.9186 / -6.8890 eV
2S+1 = 6
E_LUMO (alpha / beta) = -1.005 / -1.008 eV
ΔE to the lowest compared entry with this formula, charge and spin = 0.0000 eV
<S²> = 8.76
molar mass = 1099.1 g mol⁻¹